Version A
{"formula": "C2H2N4", "method": "wB97M-V/def2-TZVPD", "homo_energy_ev": -9.97, "gap_ev": 10.018, "species": ["C", "C", "N", "N", "N", "N", "H", "H"], "xyz": [[1.34, 0.04, 0.33], [-0.10, -1.07, 0.90], [0.94, 1.17, -0.39], [1.44, 1.38, 0.71], [-1.29, -0.96, 0.13], [-0.62, -1.96, -0.06], [2.22, -0.68, 0.25], [0.18, -1.30, 1.95]]}



Version B
{"formula": "C2H2N4", "method": "wB97M-V/def2-TZVPD", "homo_energy_ev": -11.28, "gap_ev": 10.817, "smiles": "N#CN(N)C#N", "species": ["N", "C", "N", "N", "C", "N", "H", "H"], "xyz": [[2.20, -0.05, 1.22], [1.25, 0.25, 0.67], [0.16, 0.50, -0.08], [-1.12, 0.28, 0.31], [0.05, -0.36, -1.49], [0.15, -0.99, -2.41], [-1.11, -0.61, 0.88], [-1.58, 0.98, 0.90]]}



Version C
{"formula": "C2H2N4", "method": "wB97M-V/def2-TZVPD", "homo_energy_ev": -9.86, "gap_ev": 8.842, "smiles": "c1cnnnn1", "species": ["C", "C", "N", "N", "N", "N", "H", "H"], "xyz": [[-0.16, 0.90, -0.02], [0.96, 0.04, 0.11], [0.71, -1.27, -0.12], [-0.51, -1.65, 0.01], [-1.61, -0.87, 0.08], [-1.42, 0.51, -0.09], [0.08, 1.96, 0.00], [1.95, 0.39, 0.02]]}



version C takes first place; second place is 69.8 kJ/mol up.



Version A
{"formula": "C3H9NS2", "method": "wB97M-V/def2-TZVPD", "homo_energy_ev": -8.39, "gap_ev": 8.981, "smiles": "C=CN.CSS", "species": ["C", "C", "N", "H", "H", "H", "H", "H", "C", "S", "S", "H", "H", "H", "H"], "xyz": [[-1.25, -0.14, -1.23], [-0.89, 1.14, -1.27], [0.44, 1.57, -1.39], [-0.58, -0.81, -1.76], [-2.19, -0.50, -0.85], [-1.64, 1.92, -1.09], [0.97, 1.26, -0.59], [0.51, 2.57, -1.54], [1.13, -1.75, 1.24], [1.52, -0.11, 1.90], [-0.36, 0.67, 2.27], [0.44, -2.23, 1.93], [2.10, -2.22, 1.06], [0.69, -1.70, 0.25], [-0.88, 0.32, 1.08]]}



Version B
{"formula": "C3H9NS2", "method": "wB97M-V/def2-TZVPD", "homo_energy_ev": -8.89, "gap_ev": 8.263, "smiles": "CSSCCN", "species": ["C", "S", "S", "C", "C", "N", "H", "H", "H", "H", "H", "H", "H", "H", "H"], "xyz": [[-2.60, 1.23, -0.69], [-1.13, 1.24, 0.34], [0.10, 0.11, -1.38], [0.55, -1.20, -0.23], [1.39, -0.79, 0.98], [2.51, 0.11, 0.69], [-2.56, 2.00, -1.47], [-2.82, 0.30, -1.22], [-3.35, 1.44, 0.08], [0.96, -2.07, -0.75], [-0.43, -1.59, 0.07], [1.69, -1.66, 1.57], [0.74, -0.20, 1.64], [2.15, 1.06, 0.66], [2.79, 0.01, -0.28]]}



version B takes first place; second place is 13.2 kJ/mol up.



Version A
{"formula": "C3H9NS2", "method": "wB97M-V/def2-TZVPD", "homo_energy_ev": -8.30, "gap_ev": 8.474, "smiles": "CSSCCN", "species": ["C", "S", "S", "C", "C", "N", "H", "H", "H", "H", "H", "H", "H", "H", "H"], "xyz": [[-3.26, -0.60, -0.22], [-1.85, -0.55, 0.85], [-0.35, -0.22, -0.73], [1.21, -0.66, 0.17], [1.98, 0.58, 0.62], [2.35, 1.65, -0.39], [-3.06, -1.31, -1.05], [-4.06, -1.07, 0.35], [-3.46, 0.32, -0.80], [1.72, -1.40, -0.45], [0.85, -1.31, 0.98], [2.89, 0.39, 1.20], [1.28, 1.02, 1.36], [1.39, 1.98, -0.58], [2.38, 1.20, -1.32]]}



Version B
{"formula": "C3H9NS2", "method": "wB97M-V/def2-TZVPD", "homo_energy_ev": -8.15, "gap_ev": 8.671, "smiles": "C=CN.CSS", "species": ["C", "C", "N", "H", "H", "H", "H", "H", "C", "S", "S", "H", "H", "H", "H"], "xyz": [[-2.88, 1.78, 0.79], [-1.99, 2.45, 0.05], [-0.63, 2.20, -0.09], [-2.59, 1.33, 1.73], [-3.94, 1.91, 0.64], [-2.34, 3.17, -0.67], [-0.11, 1.80, 0.68], [-0.15, 3.02, -0.43], [1.83, -2.19, -1.28], [0.52, -1.00, -0.87], [0.93, -0.85, 1.15], [1.83, -3.03, -0.59], [2.80, -1.72, -1.33], [1.56, -2.73, -2.20], [1.77, 0.19, 1.11]]}



Version C
{"formula": "C3H9NS2", "method": "wB97M-V/def2-TZVPD", "homo_energy_ev": -9.15, "gap_ev": 9.772, "smiles": "C=CN.CSS", "species": ["C", "C", "N", "H", "H", "H", "H", "H", "C", "S", "S", "H", "H", "H", "H"], "xyz": [[0.88, -1.17, 1.72], [0.04, -0.14, 1.83], [-0.03, 1.06, 1.07], [1.72, -1.12, 1.02], [1.00, -1.84, 2.56], [-0.74, -0.18, 2.58], [0.20, 0.97, 0.06], [0.85, 1.57, 1.23], [0.19, -0.57, -1.71], [-1.49, -0.20, -2.29], [-1.70, 1.86, -2.06], [0.40, -0.70, -0.65], [0.32, -1.57, -2.16], [0.78, 0.12, -2.30], [-2.40, 1.91, -0.92]]}



version A takes first place; second place is 8.5 kJ/mol up.